Molecular formula: C23H30N6O
Method: DFT, ωB97M-V with the def2-TZVPD basis set

Values from the calculation:
**Orbital gap**: 8.1 eV
**Energy relative to the best compared isomer or geometry (same formula, charge and spin)**: 599.8 kcal/mol
**E**: -35301.4819 eV
**M**: 406.5 g/mol

Geometry as ORCA input:
```
! wB97M-V def2-TZVPD RIJCOSX def2/J DEFGRID3
* xyz 0 1
C -5.612 -3.686 0.610
H -6.049 -4.609 0.756
H -5.027 -3.708 -0.472
H -4.835 -3.567 1.250
C -6.599 -2.678 0.346
N -5.998 -1.367 0.218
C -5.289 -0.631 1.150
C -4.718 0.549 0.097
C -5.249 0.294 -1.164
N -5.899 -0.867 -1.090
H -5.094 1.032 -1.946
C -3.927 1.756 0.542
N -2.624 1.578 -0.316
C -1.765 0.689 -0.040
C -0.718 0.634 -1.280
H -1.260 0.654 -2.003
H -0.056 -0.412 -1.051
C 0.120 1.852 -0.915
N 1.098 1.914 0.121
C 1.943 0.953 0.547
C 2.398 1.141 1.616
C 1.572 2.329 2.305
N 0.823 2.730 1.283
H 1.677 2.799 3.262
H 3.217 0.784 1.978
N 2.470 -0.083 -0.455
C 2.792 -0.122 -1.743
O 2.716 1.270 -2.376
C 3.288 -1.232 -2.242
C 4.922 -1.267 -2.035
C 5.211 -1.100 -0.686
C 5.568 -0.062 -0.135
C 5.873 0.027 1.374
C 5.661 -1.291 2.086
C 5.251 -2.404 1.497
C 5.086 -2.158 0.168
H 4.767 -3.276 -0.519
H 5.159 -3.220 2.342
H 5.852 -1.101 3.188
H 6.038 1.035 1.922
H 5.797 0.788 -0.432
H 5.157 -2.059 -2.326
H 5.240 -0.404 -2.561
H 2.848 -2.224 -1.899
H 3.075 -1.111 -3.499
H 2.871 -1.003 0.013
C -0.667 3.024 -0.890
C -1.758 2.823 0.108
H -2.539 3.916 -0.126
H -1.605 3.031 1.140
H -0.136 4.058 -0.709
H -1.147 3.325 -1.979
H 1.016 2.057 -1.958
H -2.328 -0.380 -0.112
H -1.200 0.484 1.042
H -4.335 2.695 0.756
H -3.577 1.474 1.642
H -5.173 -0.715 2.082
H -7.359 -2.559 -0.246
H -6.962 -2.396 1.764
*
```

Atom charges from the natural (NBO) analysis, given in e for atoms 1 to 4:
1 C -0.616
2 H 0.222
3 H 0.196
4 H 0.228